[1]
Density functional theory data (ωB97M-V/def2-TZVPD) for a molecular structure, C6H14N2O2Sn at a distorted geometry.

Properties
- E: -19333.524 eV
- Molar mass: 264.9 g/mol
- LUMO energy: -12.151 eV
- Net charge: +2
- ΔE to the lowest compared entry with this formula, charge and spin: 6.311 eV

Geometry as XYZ:
```
25
Properties=species:S:1:pos:R:3:forces:R:3
Sn -14.737230 22.174640 -21.054280 -0.1927 0.0084 0.1302
C -19.113130 17.338760 -16.917510 -1.8454 -0.0341 -0.4308
C -17.778300 17.317530 -17.513000 2.1164 0.9859 1.3575
O -17.245580 18.341930 -17.954890 -0.1685 -0.2127 -0.6486
N -17.104490 16.174040 -17.360280 0.7369 -0.6368 -0.3203
C -15.704130 15.911060 -17.706360 -0.0633 -0.6332 -0.2943
H -19.563120 16.346870 -16.959570 -0.2829 0.0569 -0.4894
H -19.605610 18.070100 -17.558370 -0.7606 -0.2627 0.2804
H -19.288870 17.614980 -15.877830 0.9185 0.4389 0.0029
H -17.585120 15.508650 -16.771760 0.2955 -0.2602 -0.2056
H -15.226700 15.362440 -16.894450 0.0990 0.5360 0.2477
H -15.135120 16.774610 -18.050730 -0.3977 0.2517 0.6623
H -15.600170 15.210410 -18.534840 -0.5658 -0.1407 -0.2562
C -20.559990 27.693320 -20.809800 0.1455 -1.1310 -0.7140
C -19.939110 26.434720 -21.594670 -0.6691 1.3316 1.1716
O -19.071870 25.757280 -21.039080 -0.0652 0.1197 -0.0288
N -20.304580 26.182510 -22.849830 -0.9579 0.0864 -0.4043
C -21.427350 26.733240 -23.614980 -0.0317 -0.2330 -0.7212
H -21.557170 28.069820 -21.037790 -0.1273 -0.6492 -0.7842
H -19.912890 28.533400 -21.062030 0.3434 -0.1064 0.5823
H -20.647900 27.420080 -19.758270 0.7744 0.2169 -0.0420
H -19.880200 25.382290 -23.296660 0.1800 0.0413 0.3263
H -22.376490 26.943830 -23.122140 0.4724 0.0289 0.7342
H -21.697240 25.951450 -24.324940 0.1012 0.1701 -0.1978
H -21.112030 27.615660 -24.171760 -0.0551 0.0272 0.0421
```
Forces are in eV/Å.



[2]
Density functional theory data (ωB97M-V/def2-TZVPD) for 2 unconnected molecules or ions with the total composition C6H14N2O3S at a distorted geometry.

Properties
- E: -26403.485 eV
- Molar mass: 194.3 g/mol
- LUMO energy: 0.611 eV
- SMILES string: CS(=O)(=O)/C(N)=C(\N)O.C=CC
- ΔE to the lowest compared entry with this formula, charge and spin: 2.826 eV

Geometry as XYZ:
```
26
Properties=species:S:1:pos:R:3:forces:R:3
C -0.294492 -0.996955 1.397251 0.6274 1.3916 -0.3879
C -0.997758 -1.544549 -2.596264 0.8035 -2.2522 2.4795
C 1.178799 -0.664348 -1.789319 1.9886 2.2126 -1.1296
C 0.265784 3.022991 0.221994 6.3436 -2.2708 0.2734
C 0.094488 -1.325676 -1.550013 -1.7355 -2.1712 -1.0453
C -0.515780 0.298757 1.015931 -0.3183 -0.9204 0.3977
N 0.982190 -1.464851 1.718419 0.5776 0.3743 0.0869
N -1.773995 1.016590 0.912110 2.2960 0.8207 -0.5088
O -1.274085 -1.937136 1.524781 -0.5751 1.6560 -0.4067
O 0.624030 1.920482 2.573164 -0.0971 0.9033 0.5963
O 2.062535 1.041204 0.834374 0.1761 0.3612 -0.7661
S 0.758901 1.538300 1.194680 -0.7556 -1.5433 0.6202
H -0.904843 -2.594377 -2.944205 -0.1785 0.5418 -0.0879
H -1.967816 -1.464707 -2.113701 -0.1965 0.2779 -0.2154
H -0.834629 -0.876993 -3.362247 -0.0804 1.4244 -1.8755
H 1.368197 -0.217829 -2.806207 -0.3862 -0.2047 1.1712
H 1.883213 -0.370629 -1.010579 0.1370 -0.5927 -0.2932
H -0.888526 -2.802090 1.490489 0.4582 -0.7440 0.2269
H 0.514850 3.664165 1.023190 -0.1143 1.5308 0.4305
H 1.134594 2.996627 -0.529962 -1.6162 0.4923 0.7327
H -0.649263 3.075700 -0.169181 -3.5201 0.0420 -1.4553
H 0.029018 -1.994879 -0.700251 -0.2666 0.5148 0.3154
H 1.699166 -0.728422 1.733969 -0.5638 -0.3208 0.1269
H 1.334994 -2.148617 1.065983 -0.1079 -0.4362 -0.2085
H -2.384647 0.627400 1.574561 -1.2390 -0.4699 1.0462
H -1.444924 1.929843 1.291035 -1.6571 -0.6177 -0.1235
```
Forces are in eV/Å.



[3]
Density functional theory data (ωB97M-V/def2-TZVPD) for 2 unconnected molecules or ions with the total composition C6H14N3 at a distorted geometry.

Properties
- E: -10910.063 eV
- Molar mass: 128.2 g/mol
- LUMO energy: -3.688 eV
- Net charge: +1
- ΔE to the lowest compared entry with this formula, charge and spin: 3.072 eV

Geometry as XYZ:
```
23
Properties=species:S:1:pos:R:3:forces:R:3
C 0.235742 -1.141146 -2.333126 -0.7374 -1.2325 1.3334
C -0.825999 -1.579973 -1.249260 1.8719 -1.9939 -1.1969
C 1.613714 -0.934108 -1.703532 -1.6685 2.2039 -2.4093
C -0.988470 -0.362667 -0.390270 -0.1871 -1.1798 1.5330
C 1.444299 -0.128585 -0.462415 1.4462 1.2827 0.9595
C -1.382250 2.871372 1.515007 -1.6016 1.0092 -1.8534
N 0.334117 0.016017 0.160611 0.0430 -0.0548 -1.2968
N -0.421421 1.075469 2.512846 1.7766 -4.3887 2.3384
N -0.913828 2.237737 2.523875 -0.4663 0.7826 -0.6875
H 0.365384 -1.811752 -3.165940 -0.3015 -0.5209 -0.1491
H -0.155508 -0.233264 -2.740824 0.0489 0.8075 -0.4151
H -1.722697 -1.812138 -1.791380 -0.6732 -0.0721 0.0276
H -0.470865 -2.595896 -0.760874 -0.7356 2.2830 -0.4287
H 2.072866 -1.860350 -1.546762 0.8966 -1.3672 0.7364
H 2.126899 -0.477208 -2.606060 0.3781 0.1335 1.8146
H -1.316858 0.463185 -1.062597 -0.1816 -0.3745 0.9904
H -1.600941 -0.567402 0.550043 0.3093 0.6997 -1.5255
H -1.550488 2.383485 0.493886 0.5341 0.6723 1.9053
H 2.296315 0.470129 -0.009634 -0.7945 -1.2542 -0.3841
H -1.831443 3.847937 1.738640 0.4703 -0.4928 -0.3561
H 0.211821 0.458944 1.113380 0.2451 0.5276 0.3657
H -0.251211 0.682212 3.528256 -0.4001 1.4033 -2.6824
H -0.877828 2.709636 3.385797 -0.2727 1.1260 1.3805
```
Forces are in eV/Å.



[4]
Density functional theory data (ωB97M-V/def2-TZVPD) for a gas-phase ion, C6H14N3 (charge +1) at a distorted geometry.

Properties
- E: -10907.883 eV
- Molar mass: 128.2 g/mol
- LUMO energy (spin up / spin down): -3.305 / -7.505 eV
- Multiplicity: 3
- Net charge: +1
- <S²>: 2.01
- ΔE to the lowest compared entry with this formula, charge and spin: 1.041 eV

Geometry as XYZ:
```
23
Properties=species:S:1:pos:R:3:forces:R:3
C 0.885399 1.652845 -3.343015 2.9553 1.2434 -4.7762
C -0.116019 1.741170 -1.074163 -0.7497 -2.6986 -4.0081
C -0.745325 -2.284969 2.753311 -0.1543 0.1356 -0.1630
C -0.796103 -1.524905 1.433366 0.2536 -0.1109 0.1856
C 0.609018 -1.288096 0.880876 -0.3970 0.0740 -0.1503
C 0.609003 -0.478554 -0.406985 0.3430 -0.9135 -0.2389
N 0.048119 1.153077 -2.564300 -2.7275 1.3549 8.9263
N -0.557785 2.968283 -0.950467 0.1068 0.2891 -0.1249
N 0.137731 0.878345 -0.145147 -0.1002 0.3397 0.3349
H 1.576224 2.464910 -3.126631 -0.0915 0.0504 0.2802
H 0.932144 1.214158 -4.330526 0.2901 0.0865 -0.4024
H -0.160044 -1.739860 3.489895 0.0533 0.0222 0.1214
H -1.747719 -2.426162 3.147941 -0.0381 -0.0612 0.0934
H -0.292499 -3.262198 2.611209 0.0546 -0.1243 0.0329
H -1.375405 -2.097263 0.707307 -0.0724 0.0759 -0.0852
H -1.313414 -0.572368 1.587772 -0.0828 0.0055 -0.0329
H 1.226178 -0.784875 1.628371 0.1242 0.0015 0.0516
H 1.076314 -2.251871 0.674451 0.0844 0.0613 -0.0146
H -0.049795 -0.929380 -1.154586 0.0768 -0.0111 0.1683
H 1.615717 -0.430178 -0.828947 -0.0964 0.1087 0.0084
H -0.750281 3.525157 -1.768644 -0.0473 -0.1098 -0.1178
H -0.806881 3.361563 -0.054108 0.2143 -0.0093 0.0415
H -0.004580 1.111172 0.833022 0.0009 0.1902 -0.1301
```
Forces are in eV/Å.



Question: What is the formula in the third record?
Answer: C6H14N3



Question: Look up the molar mass of the third one.
Answer: 128.2 g/mol